No. 1
20
Properties=species:S:1:pos:R:3:nbo_charge:R:1 method="wB97M-V/def2-TZVPD" smiles="CC1=COC(C#N)(C#N)[C@]1(C)C#N" e_above_lowest_kcal_mol=59.6 homo_ev=-10.07
C 0.434 1.163 2.096 -0.6585
C 0.130 -0.040 1.289 0.0205
C -0.079 -1.353 1.309 0.0975
O -0.393 -1.856 0.110 -0.4592
C 0.091 -1.089 -0.896 0.0858
C 1.425 -1.608 -1.328 0.2340
N 2.352 -2.245 -1.543 -0.2230
C -0.878 -1.360 -1.970 0.2680
N -1.799 -1.573 -2.625 -0.2423
C 0.040 0.376 -0.392 -0.1617
C -1.353 0.967 -0.618 -0.6156
C 1.199 1.032 -0.989 0.2481
N 2.005 1.748 -1.320 -0.2507
H -0.344 1.909 2.124 0.2330
H 1.312 1.563 1.603 0.2364
H 0.721 0.974 3.098 0.2353
H 0.139 -2.031 2.116 0.2300
H -2.113 0.358 -0.118 0.2425
H -1.477 0.994 -1.734 0.2390
H -1.413 2.074 -0.212 0.2409



No. 2
12
Properties=species:S:1:pos:R:3:nbo_charge:R:1 method="wB97M-V/def2-TZVPD" smiles="NCCC(=O)[O-]" e_above_lowest_kcal_mol=30.5 homo_ev=-3.74 total_charge=-1
N 2.034 -1.472 0.320 -0.8567
C 0.925 -0.661 0.705 -0.2087
C 0.095 -0.366 -0.678 -0.5019
C -0.950 0.679 -0.261 0.7407
O -1.935 0.172 0.326 -0.7894
O -0.777 1.923 -0.479 -0.7994
H 2.827 -1.250 0.957 0.3381
H 2.194 -1.127 -0.606 0.3513
H 0.202 -1.335 1.317 0.1888
H 1.201 0.364 1.268 0.1746
H -0.301 -1.195 -1.203 0.2054
H 0.914 0.173 -1.339 0.1571



No. 3
18
Properties=species:S:1:pos:R:3:nbo_charge:R:1 method="wB97M-V/def2-TZVPD" e_above_lowest_kcal_mol=81.8 homo_ev=-9.34
O 2.728 0.188 0.391 -0.5319
C 1.538 0.221 0.152 0.7907
N 0.552 1.595 -0.046 -0.7736
C -0.496 0.890 0.705 -0.0908
C -1.620 0.317 -0.117 -0.2106
C -1.531 -1.013 -0.222 -0.1712
C -0.327 -1.587 0.486 -0.4481
C 0.411 -0.345 1.017 -0.3319
H 0.926 2.502 0.212 0.3969
H -0.822 1.449 1.592 0.2071
H -2.334 0.944 -0.653 0.2214
H -2.213 -1.636 -0.804 0.2169
H -0.637 -2.243 1.313 0.2226
H 0.298 -2.198 -0.183 0.2288
H 0.726 -0.421 2.063 0.2529
H 0.738 1.297 -1.681 0.5111
O 1.398 0.328 -2.043 -0.9482
H 0.664 -0.285 -2.180 0.4580



No. 4
16
Properties=species:S:1:pos:R:3:nbo_charge:R:1 method="wB97M-V/def2-TZVPD" e_above_lowest_kcal_mol=140.7 homo_ev=-7.98
C -0.428 1.084 -0.736 0.5848
C 1.389 -0.399 -0.179 -0.0480
C 2.229 -1.497 0.181 -0.5536
C -0.729 -1.618 1.654 -0.1210
H -2.069 2.577 -0.687 0.3703
H -2.383 0.741 0.024 0.4408
H -0.208 2.232 -2.241 0.3634
H 1.890 0.516 -1.015 0.2916
H 3.390 -1.098 0.218 0.2430
H 1.828 -2.525 0.782 0.2120
H -1.612 -2.166 2.020 0.1931
H 0.238 -1.813 1.992 0.1740
N -1.632 1.413 -0.206 -0.8224
N 0.319 1.597 -1.587 -0.7606
N 0.000 -0.040 0.028 -0.3236
N -0.950 -0.668 0.820 -0.2441



No. 5
13
Properties=species:S:1:pos:R:3:nbo_charge:R:1 method="wB97M-V/def2-TZVPD" smiles=C[C@@]12C[C@@H]1[C@H]2I e_above_lowest_kcal_mol=33.9 homo_ev=-9.17
C -0.095 -1.556 0.056 -0.6247
C 0.300 -0.091 -0.067 -0.0357
C -0.632 1.172 -0.180 -0.3944
C 0.545 1.139 0.722 -0.2524
C 1.451 0.812 -0.459 -0.2820
I 3.395 -0.052 -0.001 0.0534
H 0.581 -2.101 0.828 0.2265
H 0.064 -2.073 -0.797 0.2208
H -1.182 -1.838 0.168 0.2332
H -1.548 0.943 0.257 0.2141
H -0.515 1.795 -1.126 0.1914
H 0.760 1.443 1.759 0.2442
H 1.318 1.372 -1.352 0.2057



No. 6
53
Properties=species:S:1:pos:R:3:nbo_charge:R:1 method="wB97M-V/def2-TZVPD" e_above_lowest_kcal_mol=48.8 homo_ev=-11.72 total_charge=+1
Pt 0.263 0.319 0.040 0.8174
O 0.085 4.137 -0.910 -0.8664
S -0.235 2.772 -1.108 2.3602
O -0.705 2.072 0.222 -0.8821
O 0.817 1.855 -1.607 -0.9677
C -1.606 2.610 -2.190 -0.2664
C -2.110 3.758 -2.779 -0.1804
C -3.185 3.651 -3.650 -0.1762
C -3.743 2.410 -3.908 -0.1714
C -3.236 1.269 -3.299 -0.1755
C -2.151 1.347 -2.433 -0.3575
P -1.533 -0.204 -1.685 0.9276
C -0.713 -1.097 -3.021 -0.4114
C -0.386 -0.500 -4.234 -0.1306
C 0.328 -1.216 -5.186 -0.1989
C 0.713 -2.523 -4.933 -0.1789
C 0.394 -3.123 -3.721 -0.2017
C -0.307 -2.410 -2.764 -0.2024
C -3.075 -1.060 -1.285 -0.4123
C -3.479 -2.247 -1.884 -0.1963
C -4.669 -2.845 -1.489 -0.1999
C -5.449 -2.263 -0.502 -0.1758
C -5.046 -1.075 0.098 -0.2158
C -3.859 -0.478 -0.286 -0.1315
H -1.661 4.714 -2.549 0.2579
H -3.586 4.539 -4.118 0.2392
H -4.584 2.323 -4.584 0.2366
H -3.693 0.308 -3.499 0.2355
H -0.680 0.521 -4.441 0.2178
H 0.581 -0.747 -6.127 0.2292
H 1.264 -3.078 -5.680 0.2312
H 0.693 -4.143 -3.523 0.2302
H -0.554 -2.883 -1.818 0.2167
H -2.885 -2.700 -2.668 0.2313
H -4.987 -3.766 -1.960 0.2309
H -6.375 -2.733 -0.198 0.2313
H -5.655 -0.618 0.866 0.2317
H -3.541 0.445 0.189 0.2184
F -2.427 -1.720 5.118 -0.3054
C -1.794 -1.287 4.022 0.4047
C -0.956 -0.195 4.122 -0.2799
C -0.300 0.255 2.984 -0.1824
C -0.502 -0.395 1.779 -0.1127
C -1.349 -1.490 1.692 -0.2610
C -2.004 -1.946 2.827 -0.2537
H -0.828 0.299 5.076 0.2473
H 0.329 1.131 3.056 0.2217
H -1.504 -2.011 0.757 0.2258
H -2.667 -2.800 2.790 0.2440
Cl 1.669 -1.578 0.016 -0.2084
Si 2.368 0.399 0.818 1.1423
Cl 3.687 1.085 -0.511 -0.2643
Cl 3.131 0.329 2.657 -0.2621



No. 7
22
Properties=species:S:1:pos:R:3:mulliken_spin:R:1 method="wB97M-V/def2-TZVPD" e_above_lowest_kcal_mol=16.6 homo_ev="3.74 / -0.51" s_squared=0.751 spin_multiplicity=2 total_charge=-2
C -0.176 -0.178 1.023 0.1877
N 0.903 0.740 0.711 -0.1751
C 1.838 0.152 -0.260 0.0962
C 1.284 -0.033 -1.736 -0.0599
S 2.240 -1.214 -2.646 0.0583
C -1.385 0.603 1.586 1.3685
C -1.958 1.589 0.591 3.1668
H 0.042 -0.805 1.897 -0.0842
H -0.598 -0.852 0.244 -0.1472
H 0.507 1.593 0.233 -0.1731
H 2.139 -0.862 0.013 0.0298
H 2.775 0.629 -0.416 0.0202
H 0.191 -0.195 -1.673 0.0449
H 1.377 0.969 -2.184 -0.0969
H -1.158 1.181 2.474 -0.6281
H -2.228 -0.104 1.869 -0.4444
H -1.622 2.657 0.770 -0.0256
H -1.815 1.459 -0.444 -0.0448
H -3.035 1.808 0.717 -2.0972
H 0.315 -3.257 -0.167 -0.0074
H 0.515 -2.728 -1.603 0.0042
O -0.151 -3.153 -1.000 0.0073



No. 8
104
Properties=species:S:1:pos:R:3:mulliken_charge:R:1 method="wB97M-V/def2-TZVPD" e_above_lowest_kcal_mol=37.6 homo_ev=-3.42 total_charge=-2
Cs 0.095 1.025 -0.635 1.0123
Br -0.549 -3.179 -0.438 -0.1570
C 1.212 -2.380 -0.617 1.4443
Br 2.316 -3.382 -1.867 -0.1522
H 1.687 -2.371 0.362 -0.3607
H 1.084 -1.386 -1.025 -0.8251
O 3.862 0.947 6.189 -0.7252
C 4.437 -0.067 5.748 0.3498
O 5.420 -0.692 6.200 -0.7507
C 3.825 -0.659 4.462 0.1868
C 4.057 -1.984 4.112 -0.6180
C 3.431 -2.511 2.996 -0.4864
N 2.595 -1.820 2.220 -0.3988
C 2.404 -0.534 2.529 0.8233
C 2.999 0.081 3.625 -0.6333
C 1.393 0.240 1.696 0.6594
O 1.591 1.455 1.480 -0.7525
O 0.375 -0.394 1.302 -0.8194
H 4.724 -2.575 4.726 0.4432
H 3.595 -3.546 2.710 0.4108
H 2.800 1.120 3.846 0.5424
C -5.214 1.620 2.954 -0.9935
N -3.819 1.895 2.690 -0.0219
C -3.376 2.923 1.933 0.5619
S -4.404 4.119 1.322 -0.5034
N -2.049 2.924 1.707 -0.0010
C -1.410 3.847 0.783 -1.5149
H -5.291 1.074 3.894 0.2934
H -5.669 1.019 2.160 0.2199
H -5.752 2.562 3.022 0.4416
H -3.199 1.098 2.749 -0.5569
H -1.509 2.121 2.004 0.0666
H -1.714 3.637 -0.245 0.4716
H -0.329 3.747 0.868 0.5190
H -1.699 4.872 1.011 0.3630
C -1.603 -1.940 -3.981 -1.1146
S -1.212 -0.225 -3.617 1.0591
O -1.218 0.442 -4.956 -0.7494
C -2.776 0.165 -2.826 0.0997
C -3.546 1.168 -3.389 -0.6328
C -4.673 1.618 -2.717 -0.4258
C -5.021 1.075 -1.487 -0.4473
C -4.249 0.059 -0.939 -0.3631
C -3.120 -0.399 -1.604 0.1957
H -2.455 -1.958 -4.660 0.3538
H -1.812 -2.480 -3.059 0.2848
H -0.723 -2.369 -4.460 0.3980
H -3.221 1.604 -4.326 0.4046
H -5.263 2.423 -3.138 0.3378
H -5.872 1.462 -0.941 0.3310
H -4.506 -0.362 0.027 0.2783
H -2.507 -1.172 -1.152 0.0101
C -4.461 7.530 -0.868 -1.5938
C -3.011 7.327 -1.219 1.4162
C -2.055 8.226 -0.758 -0.9998
C -0.717 8.048 -1.076 -0.9412
C -0.322 6.971 -1.848 -0.6257
C -1.269 6.062 -2.324 0.1275
N -0.904 4.933 -3.069 -0.1176
C 0.288 4.769 -3.766 0.2917
C 0.856 5.837 -4.475 -0.3752
C 1.984 5.649 -5.249 -0.5416
C 2.573 4.392 -5.346 -0.7869
C 2.021 3.338 -4.640 -0.4168
C 0.893 3.501 -3.843 0.0345
C 0.395 2.293 -3.072 1.0740
O -0.779 2.317 -2.591 -0.9854
O 1.188 1.346 -2.906 -0.9405
C -2.628 6.244 -2.015 0.6545
C -3.662 5.274 -2.520 -1.6740
H -4.568 8.307 -0.111 0.3864
H -4.901 6.613 -0.476 0.2481
H -5.043 7.829 -1.745 0.3380
H -2.363 9.057 -0.134 0.3143
H 0.028 8.738 -0.700 0.3748
H 0.726 6.808 -2.062 0.6092
H -1.275 4.032 -2.763 0.0807
H 0.386 6.810 -4.423 0.5331
H 2.401 6.490 -5.791 0.3650
H 3.451 4.241 -5.963 0.3968
H 2.461 2.350 -4.668 0.4373
H -3.964 4.578 -1.730 0.1876
H -3.280 4.692 -3.358 0.5588
H -4.560 5.800 -2.849 0.5259
C -0.912 -2.435 3.325 -0.9950
P -1.732 -0.799 3.164 1.6368
C -0.766 0.206 4.366 -1.5821
C -3.233 -1.196 4.192 0.3515
C -3.382 -0.937 5.553 -0.4605
C -4.566 -1.239 6.216 -0.6561
C -5.624 -1.818 5.531 -0.4369
C -5.490 -2.094 4.176 -0.6843
C -4.312 -1.777 3.520 -0.4976
H -0.854 -2.722 4.376 0.3964
H 0.087 -2.369 2.894 0.1074
H -1.479 -3.185 2.772 0.3237
H -0.335 -0.396 5.169 0.4513
H -1.405 0.978 4.800 0.5722
H 0.055 0.709 3.857 0.1760
H -2.568 -0.491 6.109 0.3400
H -4.659 -1.022 7.274 0.3853
H -6.549 -2.047 6.047 0.3622
H -6.312 -2.539 3.628 0.3805
H -4.223 -1.975 2.455 0.3152



No. 9
112
Properties=species:S:1:pos:R:3:mulliken_charge:R:1 method="wB97M-V/def2-TZVPD" smiles="CCOC(=O)CCCc1c(N)c(N)c2c(c1CCCCOC)Nc1c(c([PH2]=S)c(F)c(CCCCOC)c1P(O)O)S2.CCOC(C)=O.CCOC(C)=O" homo_ev=-7.82
C 5.385 1.878 -0.712 -0.9116
C 4.838 2.753 -1.923 0.1377
O 4.775 4.153 -1.606 -0.4122
C 3.741 4.805 -2.279 0.3458
O 3.784 4.866 -3.485 -0.5744
C 2.493 5.441 -1.529 -0.0619
C 2.860 5.688 -0.017 -0.5073
C 1.630 5.785 0.975 -1.2890
C 0.424 4.866 0.643 0.1760
C -0.905 5.520 0.655 0.2825
N -1.069 6.946 0.945 -0.5721
C -2.121 4.734 0.397 0.1109
N -3.432 5.334 0.389 -0.6528
C -1.976 3.315 0.112 0.3483
C -0.687 2.597 0.054 -0.8468
C 0.523 3.407 0.355 1.2918
C 1.946 2.723 0.385 1.8052
C 2.616 2.905 1.835 -1.0955
C 2.650 1.524 2.628 -0.9786
C 1.160 1.221 3.087 -0.0658
O 0.661 0.065 2.383 -0.1831
C 1.006 -1.109 3.134 -0.8020
N -0.673 1.192 -0.243 0.0847
C -1.370 0.824 -1.440 -1.6622
C -2.783 1.247 -1.594 0.8021
C -3.619 0.907 -2.740 -0.0525
P -5.378 1.497 -2.739 0.1230
S -6.296 0.663 -1.213 -0.3750
C -3.017 0.095 -3.789 0.8941
F -3.819 -0.266 -4.853 -0.3974
C -1.613 -0.347 -3.732 -0.3334
C -1.133 -1.220 -4.928 -1.3405
C -1.381 -2.791 -4.715 -0.8473
C -0.981 -3.346 -3.300 -0.1725
C 0.525 -3.874 -3.311 -0.3866
O 0.631 -5.300 -3.195 -0.4535
C 1.186 -5.547 -1.874 -0.6541
C -0.780 0.015 -2.560 1.0853
P 0.991 -0.514 -2.347 0.2595
O 1.800 0.956 -1.992 -0.6170
O 1.711 -1.032 -3.769 -0.4446
S -3.447 2.266 -0.224 -0.3850
H 4.829 0.904 -0.614 0.2048
H 5.291 2.422 0.271 0.2077
H 6.469 1.616 -0.826 0.3716
H 3.864 2.290 -2.223 -0.0849
H 5.559 2.564 -2.771 0.4173
H 2.344 6.435 -2.029 0.5358
H 1.654 4.724 -1.704 -0.1068
H 3.396 6.683 0.027 0.5998
H 3.584 4.947 0.412 0.0728
H 1.330 6.870 1.027 0.4289
H 2.015 5.543 2.008 0.3416
H -1.460 7.042 1.885 0.2755
H -1.716 7.371 0.280 0.2744
H -4.045 4.845 -0.269 0.1716
H -3.373 6.293 0.032 0.2205
H 2.628 3.137 -0.405 -2.5134
H 1.904 1.619 0.224 0.6415
H 3.629 3.375 1.761 0.5338
H 1.928 3.573 2.425 0.2374
H 3.093 0.750 1.953 0.4020
H 3.255 1.726 3.555 0.4201
H 1.164 1.114 4.209 0.1694
H 0.466 2.077 2.836 0.1645
H 2.113 -1.288 3.178 0.2805
H 0.530 -1.984 2.610 0.2661
H 0.519 -1.022 4.141 0.2763
H 0.242 0.758 -0.143 0.2725
H -5.382 2.918 -2.688 0.0882
H -6.039 1.050 -3.914 0.1125
H -0.114 -0.982 -5.313 0.3759
H -1.825 -0.961 -5.785 0.4381
H -0.960 -3.403 -5.560 0.4299
H -2.505 -2.904 -4.801 0.3184
H -1.614 -4.269 -3.126 0.2053
H -1.186 -2.670 -2.434 0.3008
H 1.052 -3.316 -2.483 0.2613
H 1.010 -3.538 -4.272 0.3006
H 0.417 -5.166 -1.140 0.2958
H 1.390 -6.644 -1.742 0.2494
H 2.176 -5.029 -1.732 0.2667
H 1.157 1.663 -2.226 0.3221
H 1.825 -0.255 -4.353 0.3194
C 3.459 -2.143 8.045 -0.9870
C 2.886 -0.792 8.419 -0.4166
O 2.241 -0.174 7.299 -0.3796
C 0.976 -0.428 6.921 0.8459
C 0.248 -1.599 7.523 -1.1285
O 0.464 0.240 6.058 -0.5984
H 2.681 -2.840 7.731 0.2773
H 3.993 -2.582 8.891 0.3666
H 4.152 -2.043 7.207 0.2984
H 2.211 -0.843 9.277 0.3749
H 3.699 -0.123 8.706 0.3305
H 0.337 -2.455 6.852 0.2709
H -0.805 -1.334 7.625 0.3344
H 0.596 -1.876 8.515 0.3686
C -4.397 -8.094 -3.386 -0.9290
C -4.728 -8.125 -1.908 -0.4246
O -4.080 -7.056 -1.210 -0.3715
C -4.565 -5.803 -1.128 0.7548
C -5.714 -5.401 -2.016 -0.8841
O -4.039 -4.997 -0.404 -0.5660
H -4.749 -7.176 -3.860 0.2702
H -4.853 -8.943 -3.900 0.3525
H -3.317 -8.134 -3.535 0.2832
H -5.803 -8.120 -1.716 0.3671
H -4.341 -9.048 -1.473 0.3156
H -5.320 -4.906 -2.905 0.2006
H -6.344 -4.700 -1.466 0.3169
H -6.356 -6.227 -2.313 0.3191



No. 10
18
Properties=species:S:1:pos:R:3:nbo_charge:R:1 method="wB97M-V/def2-TZVPD" smiles="C[C@@H](C[O-])N(C)C=O" e_above_lowest_kcal_mol=83.1 homo_ev=-2.53 total_charge=-1
C -1.507 0.448 1.148 -0.6182
C -0.293 0.579 0.327 -0.1030
C 1.069 0.685 1.174 -0.0193
O 1.958 1.456 0.516 -0.9734
N -0.219 -0.488 -0.737 -0.4345
C 0.828 0.010 -1.817 -0.4568
C -0.436 -1.855 -0.694 0.5184
O -1.251 -2.232 0.152 -0.6679
H -1.370 -0.011 2.233 0.1920
H -2.289 -0.168 0.765 0.2238
H -2.035 1.408 1.270 0.1889
H -0.245 1.584 -0.167 0.2142
H 0.807 1.176 2.045 0.1090
H 1.442 -0.344 1.400 0.0887
H 1.431 -0.864 -2.033 0.1737
H 0.429 0.498 -2.724 0.1743
H 1.560 0.617 -1.305 0.2872
H 0.123 -2.499 -1.554 0.1030



No. 11
63
Properties=species:S:1:pos:R:3:nbo_charge:R:1 method="wB97M-V/def2-TZVPD" e_above_lowest_kcal_mol=0.0 homo_ev=-10.13 total_charge=+1
Y 0.518 0.362 0.782 1.8431
Br -7.073 0.646 0.103 0.1054
C -5.291 0.030 0.094 -0.0781
C -4.311 0.778 -0.542 -0.2099
C -3.000 0.336 -0.529 -0.2025
C -2.682 -0.865 0.097 0.1551
C -3.667 -1.608 0.741 -0.2304
C -4.977 -1.158 0.739 -0.2237
N -1.317 -1.258 0.096 -0.5277
C -0.990 -2.485 -0.001 0.1689
C 0.422 -2.898 -0.007 0.1109
C 0.744 -4.242 -0.030 -0.1966
C 2.087 -4.601 -0.101 -0.1278
C 3.038 -3.603 -0.160 -0.2187
C 2.628 -2.274 -0.124 0.0931
N 1.347 -1.920 -0.042 -0.5388
H -4.569 1.705 -1.034 0.2420
H -2.228 0.920 -1.014 0.2317
H -3.415 -2.512 1.280 0.2200
H -5.749 -1.718 1.247 0.2420
H -1.734 -3.272 -0.127 0.1982
H -0.037 -4.990 -0.002 0.2371
H 2.372 -5.644 -0.120 0.2412
H 4.092 -3.828 -0.229 0.2479
H 3.357 -1.477 -0.166 0.2512
C 1.351 3.885 -1.892 -0.7129
C 0.484 3.094 -0.959 0.6620
O 0.701 1.860 -0.903 -0.7454
C -0.566 3.730 -0.197 -0.3043
C -0.971 5.036 -0.549 -0.1094
C -2.020 5.654 0.081 -0.2658
C -2.691 4.980 1.106 -0.1368
C -2.314 3.716 1.494 -0.2541
C -1.241 3.062 0.866 0.4202
O -0.886 1.870 1.274 -0.8966
H 2.238 3.299 -2.114 0.2452
H 1.629 4.848 -1.470 0.2473
H 0.816 4.067 -2.827 0.2550
H -0.460 5.554 -1.348 0.2183
H -2.325 6.649 -0.210 0.2297
H -3.519 5.464 1.607 0.2253
H -2.826 3.198 2.294 0.2197
C -2.079 -0.533 3.874 -0.8700
Te 0.054 -0.441 3.889 0.5211
C 0.111 1.593 4.511 -0.8389
H -2.468 0.085 3.068 0.2319
H -2.460 -0.186 4.831 0.2394
H -2.377 -1.570 3.732 0.2277
H 0.031 1.627 5.593 0.2375
H -0.722 2.107 4.037 0.2364
H 1.050 2.036 4.192 0.2510
Se 2.788 1.352 1.990 -0.3592
C 4.155 0.544 0.920 -0.1904
C 4.249 0.802 -0.447 -0.2765
C 5.202 0.159 -1.226 -0.1960
C 6.087 -0.741 -0.649 -0.2350
C 6.018 -0.979 0.719 -0.2234
C 5.061 -0.345 1.497 -0.1952
H 3.566 1.507 -0.906 0.2199
H 5.255 0.372 -2.286 0.2212
H 6.834 -1.237 -1.253 0.2243
H 6.718 -1.660 1.187 0.2229
H 5.013 -0.543 2.560 0.2203



Sequential total energy output: -586.53338 -323.16961 -439.14600 -376.02425 -492.29433 -3779.78883 -726.96026 -8641.72986 -3902.02802 -401.69447 -6624.92612 hartree
Sequential F_max output: 0.06678 0.09879 0.09618 0.15467 0.07010 0.02350 0.06109 0.05346 0.07398 0.09315 0.00703 hartree/bohr